Record 1
C5H10OS in the gas phase. Source: the OMol25 dataset; level of theory: the ωB97M-V functional and the def2-TZVPD basis.

```
! RIJCOSX wB97M-V def2-TZVPD def2/J DEFGRID3
* xyz 0 1
C -1.628 1.450 0.405
C -1.952 0.436 -0.397
O -1.302 -0.718 -0.673
C -0.040 -1.042 -0.128
C -0.067 -1.242 1.384
S 1.351 -0.059 -0.793
C 1.834 1.118 0.498
H -0.735 1.503 0.993
H -2.297 2.295 0.482
H -2.867 0.444 -0.936
H 0.134 -2.046 -0.588
H -0.853 -1.927 1.645
H -0.225 -0.320 1.951
H 0.870 -1.671 1.715
H 2.833 1.417 0.245
H 1.212 2.009 0.505
H 1.850 0.665 1.489
*
```

Output
E_tot   -669.89070 a.u.
Gap between HOMO and LUMO   9.78 eV
Structure (SMILES)   C=CO[C@H](C)SC



Record 2
C4H7NO in the gas phase. Source: the OMol25 dataset; level of theory: the ωB97M-V functional and the def2-TZVPD basis.

```
! RIJCOSX wB97M-V def2-TZVPD def2/J DEFGRID3
* xyz 0 1
C 0.984 1.480 -0.377
C 0.127 0.453 0.324
C -1.225 0.061 -0.163
N -0.063 -0.789 -0.395
C -0.045 -2.012 0.276
O 0.490 -2.232 1.335
H 2.043 1.214 -0.283
H 0.852 2.476 0.056
H 0.741 1.526 -1.443
H 0.264 0.377 1.402
H -1.920 -0.284 0.602
H -1.684 0.521 -1.033
H -0.564 -2.793 -0.302
*
```

Output
E_tot   -286.56858 a.u.
Gap between HOMO and LUMO   11.00 eV
Structure (SMILES)   C[C@H]1CN1C=O